The following is a quantum chemistry calculation of a 8-piece molecular cluster, C30H53Cl2N7 overall, from OMol25.

Bonds (Å) are listed after each position.
Atoms and positions in Å:
1 C 1.2545 3.1589 4.2599  C2 1.547, H6 1.090, H7 1.090, H8 1.090
2 C -0.2623 3.4311 4.3973  C1 1.547, C3 1.535, H9 1.090, H10 1.090
3 C -0.7415 4.3907 3.2999  C2 1.535, C4 1.456, H11 1.090, H12 1.090
4 C -0.7867 3.7470 1.9943  C3 1.456, N5 1.188
5 N -0.8709 3.2236 0.9316  C4 1.188
6 H 1.5116 2.6606 5.1945  C1 1.090
7 H 1.7664 4.1102 4.4056  C1 1.090
8 H 1.5504 2.7269 3.3039  C1 1.090
9 H -0.3889 3.9083 5.3691  C2 1.090
10 H -0.7605 2.4619 4.3745  C2 1.090
11 H -0.1673 5.3092 3.1779  C3 1.090
12 H -1.7624 4.6127 3.6105  C3 1.090
13 C 5.4921 -0.8519 -4.1591  C14 1.601, H18 1.090, H19 1.090, H20 1.090
14 C 5.2245 -1.3865 -2.6744  C13 1.601, C15 1.530, H21 1.090, H22 1.090
15 C 4.1016 -0.6292 -1.9637  C14 1.530, C16 1.465, H23 1.090, H24 1.090
16 C 2.7603 -0.9182 -2.4761  C15 1.465, N17 1.171
17 N 1.6944 -1.0886 -2.9291  C16 1.171
18 H 5.7535 0.1998 -4.2757  C13 1.090
19 H 4.6244 -0.9346 -4.8137  C13 1.090
20 H 6.1609 -1.4429 -4.7849  C13 1.090
21 H 6.1781 -1.3247 -2.1499  C14 1.090
22 H 5.0966 -2.4665 -2.7483  C14 1.090
23 H 4.1846 0.4574 -1.9417  C15 1.090
24 H 4.0757 -1.0620 -0.9636  C15 1.090
25 C -3.0954 -0.3244 3.8208  C26 1.536, H30 1.090, H31 1.090, H32 1.090
26 C -3.7011 0.9109 3.1382  C25 1.536, C27 1.538, H33 1.090, H34 1.090
27 C -4.7244 0.5514 2.0475  C26 1.538, C28 1.468, H35 1.090, H36 1.090
28 C -5.4270 1.7152 1.4932  C27 1.468, N29 1.150
29 N -6.0259 2.6157 1.1017  C28 1.150
30 H -2.5361 0.0687 4.6698  C25 1.090
31 H -2.2977 -0.8517 3.2975  C25 1.090
32 H -3.8191 -1.0709 4.1481  C25 1.090
33 H -2.9214 1.4834 2.6357  C26 1.090
34 H -4.1618 1.6189 3.8270  C26 1.090
35 H -5.4093 -0.1667 2.4985  C27 1.090
36 H -4.3080 -0.0350 1.2284  C27 1.090
37 C 2.2751 -1.5907 3.2453  C38 1.502, H42 1.090, H43 1.090, H44 1.090
38 C 3.5464 -1.0315 3.8187  C37 1.502, C39 1.513, H45 1.090, H46 1.090
39 C 4.8139 -1.7534 3.4159  C38 1.513, C40 1.558, H47 1.090, H48 1.090
40 C 5.0787 -2.0311 1.9061  C39 1.558, N41 1.157
41 N 5.3744 -2.3290 0.8284  C40 1.157
42 H 2.1868 -1.5877 2.1589  C37 1.090
43 H 1.3515 -1.0965 3.5466  C37 1.090
44 H 2.2211 -2.6280 3.5756  C37 1.090
45 H 3.5819 -0.9952 4.9075  C38 1.090
46 H 3.6661 0.0151 3.5387  C38 1.090
47 H 4.7913 -2.7662 3.8182  C39 1.090
48 H 5.7420 -1.2780 3.7332  C39 1.090
49 C -3.2504 -3.6658 -2.5269  C50 1.503, H54 1.090, H55 1.090, H56 1.090
50 C -3.5469 -5.0922 -2.8955  C49 1.503, C51 1.459, H57 1.090, H58 1.090
51 C -4.8731 -5.3475 -3.4482  C50 1.459, C52 1.414, H59 1.090, H60 1.090
52 C -4.9973 -6.6783 -3.9102  C51 1.414, N53 1.172
53 N -5.2134 -7.7577 -4.3129  C52 1.172
54 H -2.7360 -3.0570 -3.2704  C49 1.090
55 H -2.6027 -3.5649 -1.6559  C49 1.090
56 H -4.1565 -3.0603 -2.5439  C49 1.090
57 H -3.4747 -5.6900 -1.9869  C50 1.090
58 H -2.7391 -5.5548 -3.4626  C50 1.090
59 H -5.0427 -4.7124 -4.3177  C51 1.090
60 H -5.6129 -5.2974 -2.6492  C51 1.090
61 C -5.4807 0.9094 -5.5270  C62 1.491, H66 1.090, H67 1.090, H68 1.090
62 C -4.0561 0.5728 -5.8102  C61 1.491, C63 1.567, H69 1.090, H70 1.090
63 C -2.9517 0.9265 -4.7568  C62 1.567, C64 1.432, H71 1.090, H72 1.090
64 C -3.0522 0.2999 -3.4731  C63 1.432, N65 1.147
65 N -3.1286 -0.2472 -2.4684  C64 1.147
66 H -5.6317 1.1580 -4.4765  C61 1.090
67 H -6.2173 0.1116 -5.6219  C61 1.090
68 H -5.8455 1.6436 -6.2452  C61 1.090
69 H -3.7645 0.9910 -6.7737  C62 1.090
70 H -3.9908 -0.4984 -6.0004  C62 1.090
71 H -3.0887 1.9973 -4.6058  C63 1.090
72 H -1.9562 0.7197 -5.1498  C63 1.090
73 C 5.1242 3.2476 2.3739  C74 1.470, H78 1.090, H79 1.090, H80 1.090
74 C 4.8315 2.6516 1.0625  C73 1.470, C75 1.600, H81 1.090, H82 1.090
75 C 3.2607 2.7216 0.7660  C74 1.600, C76 1.500, H83 1.090, H84 1.090
76 C 2.5918 4.0647 0.7608  C75 1.500, N77 1.126
77 N 2.0698 5.0615 0.7114  C76 1.126
78 H 4.8813 4.3066 2.4620  C73 1.090
79 H 6.1408 3.0775 2.7283  C73 1.090
80 H 4.5152 2.6626 3.0631  C73 1.090
81 H 5.1954 1.6251 1.0190  C74 1.090
82 H 5.3923 3.2784 0.3691  C74 1.090
83 H 2.7246 2.1047 1.4872  C75 1.090
84 H 2.9961 2.2938 -0.2009  C75 1.090
85 Cl -0.7588 -2.3157 1.4090  C86 1.767
86 C -0.7119 -1.4602 -0.1361  Cl85 1.767, C87 1.501, H89 1.090, H90 1.090
87 C -0.4922 0.0088 0.0816  C86 1.501, Cl88 1.788, H91 1.090, H92 1.090
88 Cl 1.1866 0.3095 0.6186  C87 1.788
89 H -1.6649 -1.6358 -0.6351  C86 1.090
90 H 0.1328 -1.8775 -0.6843  C86 1.090
91 H -1.2891 0.4846 0.6533  C87 1.090
92 H -0.6074 0.5481 -0.8586  C87 1.090

## Properties
Multiplicity: 1
Highest occupied orbital energy in eV: -10.7
Molecular weight in g/mol: 582.71
LUMO energy in eV: 0.4
Structure (SMILES): CCCC#N.CCCC#N.CCCC#N.CCCC#N.CCCC#N.CCCC#N.CCCC#N.ClCCCl
HOMO-LUMO gap in eV: 11.090
Energy relative to the best compared isomer or geometry (same formula, charge and spin) in eV: 1.5028